Record 1
Computed, not measured: a molecular structure, C43H46As2BrCeINO7S at a distorted geometry, with wB97M-V/def2-TZVPD.

```
103
Properties=species:S:1:pos:R:3:forces:R:3:mulliken_charge:R:1
Ce -0.532975 0.411025 -1.100983 1.68 0.16 0.27 0.855
C 1.576669 -3.648883 -0.128168 0.42 0.38 -1.75 -0.129
C 0.738392 -4.210165 -1.153254 0.99 0.57 0.65 0.604
C 1.379266 -3.955428 -2.383535 0.19 -0.72 -0.54 0.938
C 2.618134 -3.324955 -2.172423 -0.76 0.49 2.10 0.031
C 2.717823 -3.046709 -0.763841 -0.83 -1.26 -0.16 0.918
C 3.835948 -2.318011 -0.068182 0.00 0.11 0.18 -1.411
C 3.631229 -2.907918 -3.149501 -0.24 1.06 -1.03 -1.324
C 0.833875 -4.311740 -3.746197 -0.29 0.39 0.36 -1.849
C -0.474537 -5.060639 -0.904590 0.33 -0.27 0.27 -1.480
C 1.234203 -3.524922 1.302962 -0.82 -0.40 0.51 -0.948
H 4.789507 -2.446154 -0.603525 -0.18 0.20 0.04 0.339
H 4.034260 -2.655747 0.971302 -0.29 -0.02 -0.37 0.352
H 3.621504 -1.234705 -0.006130 0.29 -0.16 -0.05 0.047
H 3.549832 -3.512118 -4.072274 0.37 0.12 0.26 0.378
H 4.617681 -2.994087 -2.684466 0.17 -0.01 -0.42 0.380
H 3.482609 -1.828512 -3.454537 0.37 -0.94 0.19 -0.027
H 1.610722 -4.612025 -4.464474 -0.15 0.13 0.09 0.433
H 0.272390 -3.441055 -4.147161 0.24 -0.35 -0.22 0.049
H 0.110350 -5.127608 -3.662398 0.02 -0.08 -0.16 0.389
H -0.203013 -5.948057 -0.292604 -0.11 0.21 -0.16 0.298
H -0.870327 -5.468768 -1.847408 -0.20 0.29 0.29 0.324
H -1.245805 -4.534094 -0.323943 -0.16 -0.11 -0.37 0.155
H 0.479756 -4.309713 1.590182 0.76 0.54 0.02 0.337
H 0.731552 -2.562631 1.486056 0.00 0.05 0.32 -0.112
H 2.117456 -3.565074 1.960629 -0.27 -0.12 -0.01 0.368
O -4.058894 -0.719664 -2.769972 1.51 -1.24 1.74 -0.786
As -2.832044 -2.110957 -2.375822 0.22 0.53 -1.00 0.050
O -3.321262 -2.754647 -0.597897 -0.07 1.58 -1.30 -0.197
O -1.319687 -1.281346 -2.076635 -2.36 -1.50 -0.76 0.073
C -4.468424 -2.235213 -0.136957 0.46 0.95 1.10 0.074
C -5.655784 -2.883604 -0.338622 -1.77 -1.07 -0.18 -0.643
C -6.837615 -2.553873 0.351330 1.31 0.10 -0.93 -0.442
C -6.825125 -1.463086 1.193683 -0.43 -0.31 1.16 -0.626
C -5.644980 -0.803910 1.503357 0.71 0.17 -0.98 -0.475
C -4.523946 -1.081354 0.697794 0.06 0.55 0.41 -0.099
S -3.293032 0.229722 0.615347 -1.55 1.16 -0.91 1.755
O -3.659117 1.266425 1.552917 0.00 -0.62 0.19 -0.730
O -3.299713 0.778472 -0.792420 0.07 -0.44 1.18 -0.820
O -2.012816 -0.396002 0.802979 2.06 -0.62 0.80 -0.411
H -3.938367 -0.094480 -1.985124 -0.24 -0.34 -1.12 0.492
H -5.699938 -3.658871 -1.106035 0.24 -0.12 0.47 0.339
H -7.693702 -3.204987 0.237875 -0.25 0.35 -0.21 0.376
H -7.743968 -1.143514 1.652463 -0.20 -0.12 0.49 0.367
H -5.530956 -0.096089 2.343026 -0.35 -0.02 -1.00 0.391
I 2.815517 0.960841 -2.592827 -0.50 0.04 0.23 -0.679
Br -3.968772 2.077433 -6.961486 0.08 -0.09 0.16 -0.245
C -2.420242 1.229888 -6.248504 0.46 -0.74 -0.28 -0.363
C -1.748502 0.266976 -7.027658 -0.60 0.35 0.35 -0.139
C -0.568574 -0.282664 -6.534635 -0.07 0.31 -0.30 -0.822
C -0.142291 0.091299 -5.264884 -0.28 0.23 0.42 -0.213
N -0.835042 0.940317 -4.510515 -0.64 0.36 0.33 0.143
C -1.959473 1.524898 -4.978964 1.43 -1.43 -0.84 -0.029
H -2.256077 -0.050419 -7.944295 0.65 0.13 0.11 0.367
H 0.072017 -0.933518 -7.121270 -0.37 -0.17 0.03 0.408
H 0.751768 -0.321648 -4.791958 -0.12 0.12 -0.23 0.307
H -2.462976 2.176259 -4.326292 -0.60 0.78 0.67 0.518
C -1.290920 4.178512 0.090988 -1.48 1.95 0.01 -1.253
C -0.670522 3.910666 -1.281233 1.22 -2.31 1.10 1.969
C -1.550215 4.086351 -2.500476 -0.14 0.84 0.69 -1.692
C 0.630340 4.689486 -1.352210 0.36 1.47 -1.10 -1.519
O -0.350052 2.472467 -1.205496 -0.53 2.25 -0.13 0.169
H -1.460878 5.300040 0.251148 0.13 -1.21 -0.27 0.365
H -0.668101 3.868644 0.935694 0.11 -0.22 -0.42 0.085
H -2.283530 3.700711 0.183343 0.45 0.03 -0.01 0.225
H -1.677518 5.143724 -2.746749 -0.21 0.08 0.12 0.403
H -2.512566 3.634645 -2.291488 -0.30 -0.13 -0.17 0.266
H -1.086333 3.632545 -3.354201 0.33 -0.42 -0.33 0.312
H 0.388585 5.795490 -1.521074 0.27 -1.25 0.23 0.366
H 1.301398 4.376324 -2.196117 -0.62 0.02 0.83 0.283
H 1.157129 4.632582 -0.393632 0.09 -0.17 -0.26 0.252
C -1.235271 3.917916 5.076782 0.55 -0.01 0.03 -0.370
C -1.661734 2.606713 4.854817 -0.21 0.30 0.21 -0.753
C -0.977118 1.763041 3.993282 0.96 -0.34 -0.42 -0.138
C 0.253786 2.172228 3.439315 -0.52 0.28 -0.57 0.367
C 0.698812 3.475002 3.657438 -0.35 -0.71 0.29 -0.198
C -0.028040 4.317108 4.495556 0.11 1.05 0.02 -0.530
As 1.164107 0.907076 2.188208 0.05 -0.42 0.45 0.628
C 1.858353 -0.171160 3.695754 0.10 -0.66 0.42 0.062
C 1.211508 -1.132722 4.494747 0.53 1.09 -0.53 -0.560
C 1.875282 -1.697472 5.571959 -0.79 -0.77 0.29 -0.561
C 3.178621 -1.351679 5.875281 0.73 0.13 -0.22 -0.596
C 3.881589 -0.470383 5.050434 -1.24 0.00 0.25 -0.873
C 3.193301 0.133492 3.972573 0.92 -0.09 0.56 0.579
C 3.829128 1.105035 3.066831 -0.35 0.90 -0.14 0.778
C 5.127791 1.626669 3.178205 0.24 -0.81 0.52 -0.412
C 5.631919 2.457338 2.201511 0.13 0.57 -0.07 -0.540
C 4.852922 2.770531 1.084355 0.74 0.03 -0.45 -0.611
C 3.564192 2.298299 0.964555 -1.33 -0.15 0.78 -0.726
C 2.989049 1.585095 2.039979 0.88 -0.10 -0.26 0.017
H -1.830252 4.616544 5.698543 0.54 -0.61 -0.38 0.340
H -2.525669 2.271505 5.411099 -0.28 -0.18 -0.34 0.356
H -1.336306 0.768613 3.695448 -0.14 0.43 0.47 0.150
H 1.601152 3.784101 3.157125 0.25 0.31 0.12 0.428
H 0.377595 5.331989 4.677744 -0.44 -0.62 -0.14 0.289
H 0.191573 -1.367775 4.278018 -0.45 -0.35 -0.05 0.455
H 1.359482 -2.469032 6.173110 0.30 0.59 -0.32 0.334
H 3.668658 -1.797500 6.743512 -0.09 0.10 -0.27 0.347
H 4.895861 -0.216650 5.330968 0.03 0.09 -0.33 0.317
H 5.796396 1.334291 4.008165 -0.55 0.11 -0.45 0.249
H 6.639726 2.883007 2.331584 -0.52 -0.30 -0.25 0.324
H 5.291129 3.327294 0.253905 -0.14 -0.09 0.25 0.417
H 2.961166 2.465327 0.071163 0.25 0.16 0.11 0.343
```
Forces are in eV/Å.

## Properties
- Energy above the lowest of the compared OMol25 structures with the same formula, charge and spin: 0.0 kcal/mol
- Gap between HOMO and LUMO: 3.613 eV
- Max |F|: 2.897 eV/Å
- E_tot: -284749.38656 eV
- Spin multiplicity: 2
- Expectation value of S²: 0.7508
- Net charge: -2

=====

Record 2
Computed, not measured: a molecular structure, C43H46AsF6GdN3O3S at a distorted geometry, with wB97M-V/def2-TZVPD.

```
104
Properties=species:S:1:pos:R:3:forces:R:3:mulliken_charge:R:1
Gd 10.511613 15.501231 14.265279 -0.14 -2.07 0.47 -0.118
C 14.590768 13.720140 15.148114 1.58 -0.35 -0.27 -0.694
C 15.210181 13.806291 13.865335 -0.93 0.35 0.26 -0.572
C 14.603961 14.693407 12.995572 0.16 0.04 -0.01 -0.594
C 13.514557 15.504414 13.369055 -0.57 -0.32 0.35 0.793
N 12.834554 15.221607 14.519591 0.80 1.13 0.11 -0.040
C 13.471942 14.430582 15.411712 -0.87 -0.46 0.00 -0.326
C 12.971359 16.597709 12.551368 1.38 -2.06 -0.10 0.751
C 13.836786 17.131937 11.569251 -1.37 1.11 -0.51 -1.171
C 13.425361 18.203603 10.784195 -0.61 -0.99 0.95 -0.668
C 12.126769 18.698850 10.937436 -0.65 -0.04 -0.22 -0.604
C 11.230859 18.106466 11.870836 0.67 0.71 -1.20 -0.420
C 11.651853 17.024364 12.575653 1.71 1.37 -0.12 0.374
H 15.049510 13.106669 15.919034 -0.23 0.10 -0.06 0.424
H 16.090544 13.201211 13.604047 -0.63 0.35 0.04 0.449
H 14.897424 14.786744 11.975867 0.65 -0.05 -0.49 0.416
H 12.959142 14.307992 16.347238 -0.11 -0.09 0.35 0.386
H 14.803164 16.711926 11.420630 0.59 -0.13 0.17 0.442
H 14.105701 18.612861 10.075104 0.27 0.36 -0.46 0.454
H 11.778048 19.491381 10.248314 0.11 -0.39 0.80 0.344
H 10.260094 18.516433 11.970649 -0.93 0.31 0.02 0.607
O 9.376439 15.011698 12.437438 -1.12 -1.69 -1.04 -0.169
S 8.724230 13.854254 11.550951 -0.23 3.01 0.74 0.549
C 8.318501 14.925988 10.095936 -0.33 -1.91 -1.27 -0.603
C 6.848099 15.342594 10.147890 -0.84 -1.26 0.96 -0.590
C 5.990666 14.340748 11.051130 1.25 0.46 -0.58 -0.754
C 6.929181 13.740677 12.109427 0.75 -0.43 -0.02 -0.018
H 8.478976 14.186828 9.244286 -0.10 1.19 0.69 0.364
H 9.003384 15.787963 10.012376 -0.03 -0.77 0.32 0.295
H 6.428376 15.378667 9.139306 0.05 0.27 0.22 0.393
H 6.719053 16.271375 10.668364 0.27 0.84 -0.20 0.266
H 5.556969 13.544182 10.438631 -0.04 0.20 0.21 0.333
H 5.212645 14.926029 11.554134 -0.02 -0.36 -0.26 0.305
H 6.777840 12.672335 12.280602 -0.10 0.12 -0.08 0.449
H 6.915230 14.206123 13.103754 0.09 0.12 -0.38 -0.215
C 10.395162 19.128535 16.663495 0.42 0.49 -0.21 -0.901
N 8.981446 18.736081 16.786494 0.81 1.02 -0.59 0.193
C 8.103302 19.795936 17.364772 0.85 -0.91 -0.63 -0.591
C 6.752241 19.212980 17.674324 -0.72 0.96 -0.89 -0.638
C 6.247193 18.453203 16.462988 -0.04 0.23 -0.46 -0.578
N 7.193325 17.439599 16.073346 1.38 0.19 0.65 0.325
C 6.671352 16.274800 15.453767 -0.70 -1.08 -0.24 -0.871
C 8.544255 17.650274 16.108173 -1.26 -0.70 1.28 0.284
O 9.324056 16.738804 15.680068 -0.75 1.56 0.44 -0.633
H 10.555367 20.159894 16.208405 -0.63 -1.33 -0.01 0.291
H 10.890397 18.332271 16.067864 0.01 0.87 0.59 0.198
H 10.862818 19.269623 17.654966 -0.25 -0.63 -0.28 0.314
H 8.025587 20.632565 16.647562 0.00 -0.31 0.21 0.327
H 8.658461 20.151897 18.231380 -0.28 0.09 0.16 0.343
H 6.082022 20.058347 17.784294 -0.25 0.11 0.43 0.360
H 6.696816 18.603995 18.557569 0.25 -0.29 0.39 0.304
H 6.133791 19.074350 15.559940 -0.36 0.45 0.52 0.295
H 5.283279 17.960703 16.650990 0.34 0.26 0.08 0.337
H 5.586136 16.181526 15.648162 0.53 0.38 -0.24 0.361
H 7.080280 15.366273 15.890774 0.37 0.04 -0.32 0.143
H 6.849633 16.348279 14.381854 -0.11 -0.52 -0.22 0.323
C 9.722500 12.980439 17.416168 0.16 -0.83 0.22 -1.835
C 9.677435 12.492576 15.935440 0.68 1.80 -0.93 1.180
O 10.120729 13.496883 15.024447 -0.55 -0.91 1.38 -0.086
C 8.249199 12.131364 15.443541 -0.08 -0.08 -0.85 0.331
F 7.711713 11.107437 16.114934 -0.09 0.46 -0.13 -0.284
F 7.407231 13.209618 15.505708 0.49 -0.77 0.44 -0.256
F 8.233747 11.789350 14.106130 0.07 0.19 1.15 -0.107
C 10.597616 11.263024 15.805157 1.22 -0.37 0.30 0.428
F 11.934999 11.666562 15.699701 -2.06 -0.77 0.96 -0.155
F 10.384478 10.537997 14.707048 -0.05 -0.05 0.55 -0.094
F 10.405833 10.436442 16.918934 0.84 1.01 -1.73 -0.303
H 9.320454 13.972917 17.477398 -0.66 0.37 0.00 0.387
H 10.741608 13.089147 17.793517 0.27 -0.14 -0.62 0.393
H 9.290225 12.284406 18.166222 -0.27 0.46 -0.77 0.383
C 12.146426 10.567954 6.800564 -1.59 -0.71 0.18 -0.497
C 10.944831 10.049781 7.399730 0.61 0.43 -0.38 -0.633
C 10.842246 9.965817 8.786736 -0.36 -0.05 0.00 -0.376
C 11.929268 10.341977 9.583946 0.02 -0.22 0.62 0.233
C 13.059022 10.887314 9.002115 0.54 0.40 -0.68 -0.551
C 13.175039 11.010623 7.609779 0.17 0.30 -0.12 -0.493
As 11.966265 9.978436 11.541220 -0.50 -0.42 -0.78 0.542
C 10.643705 8.479391 11.521591 0.25 -0.13 -0.68 -0.129
C 10.860785 7.328692 10.751609 0.07 -0.61 0.18 0.285
C 10.107546 6.160872 10.932515 -0.68 0.98 -0.11 -0.890
C 9.153743 6.144152 11.949136 -0.29 0.01 0.55 -0.287
C 8.927884 7.288021 12.749084 -0.75 -0.15 -0.62 -0.537
C 9.546906 8.497181 12.367319 -0.12 -0.23 1.79 -0.109
C 13.623142 8.897036 11.552772 0.40 -0.24 0.08 0.376
C 14.238658 8.331578 10.401385 -1.45 1.03 0.78 0.051
C 15.475309 7.732308 10.502666 0.87 -0.21 -1.47 -0.647
C 16.123610 7.587677 11.717901 0.16 0.11 1.65 -0.464
C 15.471769 8.053149 12.893424 -0.32 0.33 -0.28 -0.476
C 14.235981 8.763131 12.813955 1.18 -1.50 -1.48 -0.720
H 12.223510 10.594582 5.708738 -0.01 0.08 0.45 0.383
H 10.081466 9.718423 6.795400 0.72 0.26 0.18 0.381
H 9.911545 9.592714 9.277015 0.90 0.20 -0.60 0.393
H 13.926658 11.210826 9.578944 -0.33 -0.17 0.18 0.462
H 14.072287 11.474334 7.152226 -0.61 -0.47 0.43 0.380
H 11.628162 7.315165 9.991884 0.20 0.10 -0.01 0.333
H 10.125533 5.327435 10.226743 0.44 0.23 0.31 0.371
H 8.551175 5.228499 12.058770 0.36 0.54 0.32 0.335
H 8.208730 7.262376 13.615697 0.70 0.07 -1.24 0.345
H 9.235188 9.425026 12.880119 0.44 -0.58 -0.18 0.206
H 13.677102 8.442292 9.455642 0.80 -0.22 0.45 0.252
H 15.991127 7.443957 9.554987 -0.50 -0.03 0.95 0.311
H 17.139860 7.112951 11.795569 -1.26 0.53 -0.15 0.330
H 15.910365 7.904174 13.894995 -0.10 0.05 -0.72 0.362
H 13.725695 9.071087 13.704345 -0.03 0.37 0.36 0.470
```
Forces are in eV/Å.

## Properties
- Energy above the lowest of the compared OMol25 structures with the same formula, charge and spin: 122.2 kcal/mol
- Gap between HOMO and LUMO (alpha / beta): 4.573 / 5.562 eV
- Max |F|: 3.106 eV/Å
- E_tot: -164753.56013 eV
- Spin multiplicity: 8
- Expectation value of S²: 15.8197
- Net charge: +1